Computed, not measured: 17 unconnected molecules or ions with the total composition C80H211N17O23 in a non-equilibrium geometry, with ωB97M-V/def2-TZVPD.

ORCA input file:
```
! RIJCOSX wB97M-V def2-TZVPD def2/J DEFGRID3
* xyz 0 1
O -28.6370 0.5284 11.9637
O -34.8975 0.0807 10.2864
O -23.1267 -3.2286 19.9753
O -28.1018 -6.5362 20.2100
O -31.4407 -3.9419 26.3653
O -32.8684 -2.9770 20.1715
O -25.2621 -4.3824 22.9439
O -31.3770 4.6112 18.1645
O -32.5957 4.5129 12.5333
O -24.5613 1.3805 16.7473
O -25.9228 -1.6069 26.0591
O -27.8898 6.4792 13.9956
O -30.1397 -4.8224 14.8087
O -29.1895 -0.2685 28.4622
O -30.5781 -0.5437 16.2238
O -32.0205 0.8422 22.2548
O -21.8623 0.1157 10.5339
O -28.2186 2.8367 25.6881
O -29.0545 -8.4878 15.6526
O -37.4294 -2.1963 15.9656
O -27.6224 -1.9376 20.9081
O -23.8483 1.5651 21.1173
O -25.4091 -1.6528 14.0885
N -28.0015 -4.5827 22.2264
N -34.5674 -4.0135 17.6574
N -26.3373 -3.7668 18.2907
N -29.7378 1.7843 19.9853
N -31.3369 -4.8258 17.3359
N -30.0141 -1.6780 26.0475
N -27.8290 -6.0107 16.4460
N -29.5085 1.7172 23.1653
N -33.9007 -2.7193 9.6650
N -21.9714 -1.4200 22.2253
N -28.8374 -1.6864 18.1276
N -27.2418 -3.9945 27.0902
N -31.1927 1.1349 13.0355
N -30.8735 -5.1067 20.4139
N -27.4329 5.0823 10.7049
N -22.5169 -0.9654 13.0958
N -28.1001 1.1862 17.1468
C -21.8003 1.2594 9.7390
C -31.3725 -5.5723 15.0067
C -23.4324 1.9457 17.4256
C -24.2582 -1.4510 14.9178
C -26.1507 -2.7913 14.5217
C -23.1754 -0.1829 10.8488
C -27.1759 -1.2395 22.0488
C -25.0559 -4.7242 27.9721
C -32.9131 -2.6315 11.9023
C -31.0287 3.2718 18.3635
C -25.2275 1.9167 20.9626
C -30.1369 0.7516 28.7372
C -29.3851 -2.4042 19.2735
C -21.3859 0.0477 20.3382
C -29.2843 -6.6877 19.5076
C -22.2005 -0.0913 21.6919
C -30.9613 -3.6044 25.0256
C -29.1532 4.0607 19.8451
C -30.5180 -6.4864 20.3254
C -37.3201 -0.8745 16.3439
C -27.2634 -6.8783 15.4646
C -25.4357 -0.9448 24.8831
C -29.8667 1.4755 13.7026
C -31.9103 -0.1180 16.0732
C -23.1838 -1.3032 11.8482
C -27.5741 2.5168 24.4473
C -28.6623 0.0405 27.1764
C -32.0534 -4.9316 21.2835
C -29.1315 -2.2901 16.8090
C -31.8328 1.1840 23.6182
C -33.4665 -1.7141 20.2301
C -28.2158 5.9924 12.6895
C -28.6660 4.1571 25.7718
C -36.7432 -3.1117 16.8742
C -31.4178 -5.9958 16.4561
C -31.3300 -5.3736 26.4738
C -32.1036 2.2690 13.1861
C -23.6515 0.2458 21.5266
C -25.9630 -5.4725 23.3206
C -24.3937 -3.8025 19.6948
C -34.9150 -3.6517 15.2390
C -30.8058 -2.1102 24.9272
C -25.8842 -3.5850 27.4523
C -28.7105 7.3267 14.7119
C -29.0322 -1.7568 20.6244
C -25.7628 -6.7144 15.6207
C -23.3795 -0.4261 14.1624
C -32.4045 -3.4917 21.4691
C -32.2990 5.6019 11.6248
C -26.9608 5.8272 11.8932
C -30.0760 -4.1554 13.5732
C -25.0449 -1.7163 18.5348
C -26.3346 7.1396 11.5840
C -27.6492 -8.3747 15.7148
C -27.4177 -5.1536 23.4422
C -32.9448 1.6128 21.6039
C -30.3643 3.1178 19.6920
C -33.9941 -2.0201 10.9859
C -30.7193 2.2125 23.7814
C -25.7751 1.6015 17.4320
C -26.8619 1.4584 16.3834
C -31.7986 3.4217 12.2059
C -25.2608 -2.8148 26.3198
C -28.4502 2.7174 23.2492
C -32.7231 -6.8305 16.6407
C -31.9372 4.7613 16.8946
C -35.2432 -3.1289 16.6491
C -27.0589 -7.2116 19.5755
C -24.9594 -3.1982 18.4537
C -35.2828 1.3337 10.7045
C -30.5420 -1.9357 16.4144
C -29.6484 -0.2324 26.0260
C -28.8663 0.3969 13.3697
C -27.6894 -0.3777 11.4318
C -26.9564 2.7696 15.5817
C -28.1579 -6.4276 23.8814
C -29.5394 -9.5755 16.3807
C -22.0687 -3.6436 19.0097
C -33.8710 -0.4842 11.1210
C -23.8640 -4.5056 23.1322
H -24.2002 -2.5751 26.4407
H -36.6643 -0.3074 15.6872
H -28.9362 0.9915 16.5882
H -29.0510 4.2782 26.7645
H -24.0157 0.4169 13.8669
H -25.4039 -7.0326 16.6013
H -31.2542 -5.6674 27.4896
H -28.6696 4.9950 12.7679
H -25.7490 1.8424 21.9033
H -28.3785 -1.9104 16.0780
H -27.4054 -3.7896 22.0155
H -28.7821 3.9408 20.8078
H -26.0693 7.5826 12.5673
H -30.3488 -1.9097 23.9450
H -29.2197 -0.5929 13.5758
H -25.5920 -5.9504 24.1821
H -30.0284 -4.1649 24.7934
H -25.9927 3.0614 15.2076
H -25.4731 7.1789 10.9368
H -31.6053 -4.0137 24.2119
H -29.1339 -0.0401 25.1116
H -31.2803 -5.1575 18.3256
H -20.7470 1.3644 9.3782
H -34.0306 1.4493 21.8519
H -23.8027 -0.2951 9.9937
H -31.2466 4.5143 16.0942
H -27.4819 -5.0843 16.2189
H -34.1459 -0.3091 12.1562
H -32.9710 -2.5878 9.2617
H -36.0432 1.6620 10.0556
H -32.6707 -7.7201 15.9785
H -24.0609 -0.4085 20.7565
H -25.3457 2.9186 20.6011
H -30.6494 -6.7241 16.6755
H -26.6039 3.0662 24.4137
H -25.0748 -3.5495 20.5059
H -26.0793 -1.1784 22.0202
H -27.7148 2.7072 22.3648
H -24.4974 -0.4581 25.0656
H -22.6500 -2.1406 11.4538
H -29.4616 4.4315 25.0789
H -33.1311 1.9616 12.9758
H -29.6921 1.6106 22.1528
H -26.4473 0.6043 15.7672
H -21.1155 -3.4984 19.5171
H -28.9506 6.6039 12.1564
H -31.0969 3.3537 20.4866
H -29.6152 7.6695 14.1602
H -28.8707 -3.3594 16.8184
H -34.0862 -1.6368 21.1466
H -21.7647 0.5488 22.4340
H -27.4922 4.0802 10.8423
H -34.8347 -3.7992 18.6088
H -32.7589 -0.8681 20.2711
H -36.9990 -0.7771 17.3562
H -30.5057 2.3796 24.8837
H -27.6498 -6.8502 24.7367
H -34.9829 -2.3305 11.3884
H -28.9656 -3.4032 19.2665
H -23.6005 0.7194 11.3733
H -32.4329 -0.3587 16.9732
H -25.9465 0.9491 18.2705
H -23.2558 1.5912 18.4240
H -26.3305 -4.7897 18.2662
H -25.5072 -1.2950 17.6553
H -38.3040 -0.3726 16.2286
H -30.9892 0.5149 28.0633
H -32.3730 5.2836 10.5815
H -25.5641 -5.2741 28.7946
H -24.3435 -4.9334 19.6700
H -21.7664 0.9187 19.7858
H -27.6933 -0.2555 10.3769
H -28.2754 8.2742 14.9594
H -27.9270 -0.7381 26.9738
H -30.3790 2.9249 17.5868
H -32.8692 4.2232 16.7986
H -27.1825 -2.6182 14.2381
H -23.4730 -5.4047 22.6049
H -27.6474 -1.6847 22.9034
H -28.9878 1.6221 19.2326
H -32.7793 -7.3116 17.6066
H -29.4477 2.4169 13.3642
H -30.0018 1.5737 14.7821
H -27.7312 2.7086 14.7745
H -28.0161 -1.4082 11.6718
H -31.3570 -6.8964 19.7216
H -29.2571 -0.6977 20.7610
H -26.7653 -3.5702 19.2089
H -32.2060 -4.8041 14.7689
H -22.4284 1.2344 8.8568
H -27.5024 -6.6287 14.4502
H -28.3848 1.1031 27.1740
H -27.3156 3.5403 16.2647
H -22.0516 2.1034 10.3562
H -25.8938 -3.6761 13.9049
H -27.1424 -9.0246 15.0139
H -25.1731 -7.3627 14.9157
H -27.9323 4.9592 25.5066
H -26.1021 -6.8584 20.0151
H -26.6615 -0.1687 11.7452
H -27.4974 -0.1529 22.0024
H -31.7666 -5.3558 22.2285
H -28.9727 6.7606 15.6396
H -32.8560 -5.5118 20.7697
H -33.6270 -6.2845 16.3955
H -31.2148 -2.2103 17.2667
H -32.1204 5.8192 16.8107
H -28.2754 -7.1574 23.0606
H -32.0160 -2.6981 11.3529
H -29.3570 -10.5134 15.8356
H -26.7827 5.2601 9.9201
H -24.5389 -0.9396 15.8674
H -34.4909 -2.2091 9.0021
H -27.9198 -5.2190 21.4280
H -23.4187 -3.6651 22.5756
H -23.5973 3.0359 17.5008
H -35.3366 -3.0150 14.4824
H -28.8645 3.7129 23.1968
H -30.5612 -1.9734 26.8372
H -29.3366 -6.0245 18.6519
H -32.3071 -0.6100 15.2025
H -23.5678 -4.5016 24.1755
H -30.2970 -5.6206 26.1529
H -26.1717 5.2874 12.5869
H -33.3835 -3.6062 12.0994
H -25.2945 -5.7547 15.4407
H -29.6173 -2.3053 21.3953
H -33.5523 -3.9857 17.5724
H -32.8949 1.3642 20.5306
H -31.5022 -6.3924 14.3253
H -30.4124 0.8274 29.7807
H -25.2819 -1.7919 24.1584
H -21.6244 -0.4448 12.9678
H -22.5832 -2.0915 21.7157
H -31.0053 1.0759 12.0338
H -30.4452 -2.5713 19.1510
H -33.2335 -3.5293 22.2066
H -25.8594 2.5952 17.8244
H -29.1280 -6.1103 24.1175
H -29.7860 1.7824 28.4084
H -29.0115 -3.9372 13.4881
H -30.5415 0.4072 26.0581
H -24.1401 -4.3479 28.3195
H -27.2884 -8.5312 16.7143
H -20.3352 0.0618 20.5727
H -32.0031 2.5755 14.2373
H -31.9157 0.9400 15.9170
H -35.3966 -4.6503 15.1626
H -23.6975 -2.3837 15.0902
H -25.3652 -3.3668 25.3717
H -34.0382 -1.5600 19.2740
H -36.8727 -2.8180 17.9691
H -22.0565 -3.0351 18.0955
H -25.8888 -6.2488 22.5308
H -31.8994 2.6444 18.3563
H -25.6284 -1.3833 19.4021
H -32.8288 2.7070 21.7586
H -31.2567 5.9153 11.7722
H -31.8426 -1.6764 24.9082
H -30.9382 -2.5091 15.5433
H -34.9215 -2.0542 16.8545
H -24.2533 0.0823 22.4408
H -22.5976 1.7583 16.7725
H -29.1020 -9.5868 17.3324
H -28.0408 0.2650 17.5623
H -32.0646 3.0157 11.2085
H -26.0793 -3.0358 15.6055
H -27.9445 0.5766 13.9140
H -32.8168 -0.1267 11.0375
H -22.2645 -4.7202 18.7985
H -27.0876 -7.0177 18.4802
H -25.8874 -2.7826 28.2113
H -34.5266 2.1097 10.5801
H -27.0744 7.6974 10.9601
H -24.0465 -1.2579 18.5800
H -28.8500 -5.9404 16.2406
H -32.7423 1.5348 24.0557
H -32.7256 -2.1224 12.8413
H -21.5806 -0.9049 19.7883
H -22.7081 -0.0288 14.9111
H -30.0732 -4.6275 20.8699
H -37.1107 -4.1497 16.7126
H -29.4411 5.0806 19.6235
H -31.5979 0.2775 24.1187
H -27.7962 -3.1730 26.8310
H -27.3993 1.4219 24.6719
H -27.5207 -4.4490 24.2792
H -24.7229 -5.3359 27.0527
H -31.0763 3.1955 23.4377
H -30.6350 -4.1777 16.9937
H -26.1918 -0.2505 24.5010
H -30.3440 1.0089 19.7458
H -27.1587 -8.2774 19.7633
H -30.6323 -9.3708 16.4975
H -22.2874 -1.3411 23.1963
H -33.0616 6.3284 11.8686
H -28.4278 3.7685 19.0639
H -24.3478 -3.4934 17.6154
H -31.6034 -2.8962 21.8873
H -30.4632 -6.9832 21.3104
H -33.8219 -3.7534 15.1302
H -35.7155 1.3627 11.6948
H -27.8068 -1.6745 18.2158
H -27.7535 -4.4904 27.8187
H -30.4329 -4.6517 12.6472
H -25.7561 1.2109 20.2674
H -32.0250 -5.8242 25.7400
H -29.2766 -7.7095 19.0584
H -24.2244 -1.6538 12.0111
H -30.5912 -3.2119 13.6980
H -30.7228 3.5931 12.2180
*
```

The value obtained for the energy above the lowest of the compared OMol25 structures with the same formula, charge and spin is 0.6769 eV. Its max |F| is 0.0554 hartree/bohr. For the total energy, the calculation gives -5835.4355 Eh. The value obtained for the HOMO-LUMO gap is 8.915 eV. The highest occupied orbital energy is -8.448 eV.